The following is a DFT calculation (ωB97M-V with the def2-TZVPD basis set) of C5H7NO as an isolated structure.

Output
Highest occupied orbital energy ... -9.2 eV
E ... -8832.68242 eV
E_LUMO ... 0.760 eV
Maximum force ... 0.5 eV/A

```
14
C5H7NO, DFT ωB97M-V with the def2-TZVPD basis set
O 1.80 0.35 -2.04
C 1.60 0.54 -0.86
C 0.33 0.14 -0.18
C -0.82 -0.69 -0.75
N -1.29 -0.45 0.68
C -0.79 0.97 0.47
C 0.15 -0.75 1.07
H 2.38 1.01 -0.22
H -1.46 -0.22 -1.51
H -0.63 -1.74 -0.98
H -1.43 1.56 -0.19
H -0.58 1.51 1.40
H 0.44 -0.34 2.04
H 0.42 -1.81 0.99
```

The following is a DFT calculation (ωB97M-V with the def2-TZVPD basis set) of one molecule with the formula C5H7NO.

Output
Structure (SMILES) ... OCC#C[C@H]1CN1
Highest occupied orbital energy ... -9.4 eV
E ... -8832.87561 eV
E_LUMO ... 0.838 eV
Maximum force ... 0.5 eV/A

```
14
C5H7NO, DFT ωB97M-V with the def2-TZVPD basis set
O 2.57 -0.50 2.00
C 2.41 0.23 0.80
C 1.01 0.31 0.35
C -0.15 0.40 0.03
C -1.54 0.46 -0.36
C -1.96 -0.23 -1.61
N -2.36 -0.76 -0.32
H 1.97 -0.11 2.66
H 2.82 1.24 0.89
H 3.01 -0.30 0.06
H -2.08 1.35 -0.05
H -1.18 -0.74 -2.18
H -2.76 0.20 -2.21
H -1.78 -1.55 -0.07
```

The following is a DFT calculation (ωB97M-V with the def2-TZVPD basis set) of C5H7NO as an isolated structure.

Output
Highest occupied orbital energy ... -8.7 eV
E ... -8833.80758 eV
E_LUMO ... 0.847 eV
Maximum force ... 0.4 eV/A

```
14
C5H7NO, DFT ωB97M-V with the def2-TZVPD basis set
O 2.77 0.37 -0.93
C 1.63 0.23 -0.21
C 0.56 0.99 -0.40
C -0.74 0.71 0.30
C -1.58 -0.46 -0.31
C -1.21 -1.07 1.00
N -0.56 -0.11 1.54
H 3.41 -0.30 -0.65
H 1.63 -0.54 0.56
H 0.59 1.77 -1.16
H -1.30 1.63 0.48
H -1.15 -0.91 -1.21
H -2.65 -0.27 -0.46
H -1.39 -2.05 1.46
```

The following is a DFT calculation (ωB97M-V with the def2-TZVPD basis set) of one molecule with the formula C5H7NO.

Output
Structure (SMILES) ... CC(=O)[C@@H]1C=C1N
Highest occupied orbital energy ... -8.3 eV
E ... -8833.68587 eV
E_LUMO ... 0.900 eV
Maximum force ... 0.4 eV/A

```
14
C5H7NO, DFT ωB97M-V with the def2-TZVPD basis set
C 2.34 -0.23 0.16
C 1.00 0.48 0.30
O 0.90 1.41 1.08
C -0.15 0.07 -0.61
C -1.29 1.06 -0.77
C -1.56 -0.02 -0.12
N -2.42 -0.82 0.54
H 3.08 0.48 -0.22
H 2.28 -1.09 -0.51
H 2.66 -0.55 1.16
H 0.17 -0.58 -1.44
H -1.51 2.07 -1.09
H -2.15 -1.75 0.81
H -3.36 -0.52 0.71
```